1.
C12H23N2O2P2Re | ωB97M-V/def2-TZVPD

Values from the calculation:
Max |F| in eV/Å: 6.58
Spin multiplicity: 4
<S²>: 3.7906
Kohn-Sham gap (spin up / spin down) in hartree: 0.113 / 0.059
Total charge: +3
Highest occupied orbital energy (spin up / spin down) in eV: -17.089 / -17.089
Energy above the lowest of the compared OMol25 structures with the same formula, charge and spin in kJ/mol: 101.3

Last column: Mulliken spin population.
CARTESIAN COORDINATES (ANGSTROEM)
H -5.0827 -4.6408 -1.7530  0.000
N 0.5022 1.0543 -2.2720  -0.039
C 0.5267 2.2974 1.0743  0.033
C -2.3004 2.1199 1.1099  0.008
H -1.3132 -1.8087 -1.7669  -0.009
H 0.5426 1.8271 2.0661  0.001
H 0.5249 -3.9852 -1.4281  0.002
H 1.1452 -2.0868 1.1147  0.005
P 0.8734 -1.6041 -1.2302  -0.044
H -2.1892 3.1768 1.3810  -0.001
H -2.3455 1.4967 2.0105  0.001
H 2.3185 -3.0004 0.1161  0.005
H -2.0216 2.1397 -1.8265  0.064
H -4.3739 -4.5732 -0.4098  0.000
O -2.5280 0.5760 -1.8221  0.021
C 1.7009 0.6542 -2.7052  0.221
N -1.7338 -2.0100 1.6745  0.121
H 2.5513 3.4663 -4.4059  0.010
C 2.1851 -0.6955 -2.2553  0.025
H 2.4519 -1.3227 -3.1176  0.021
H 0.3805 3.3823 1.1739  0.001
H 3.3841 1.1165 -3.9394  -0.003
C -1.4368 -1.4178 0.6927  -0.080
H -3.2683 0.0883 -2.2175  0.008
H 1.4726 2.0907 0.5607  0.003
C 2.4579 1.5035 -3.5190  0.199
C -1.0087 2.6449 -1.3972  0.111
C 0.8871 -3.2134 -2.1177  0.034
P -0.8542 1.5696 0.1596  0.011
H 3.0804 -0.5950 -1.6216  0.025
H 1.8962 -3.4552 -2.4729  -0.001
C 1.9987 2.7977 -3.7470  -0.010
Re -0.9936 -0.4313 -1.0254  1.821
H -3.2098 1.9690 0.5166  -0.001
O -5.0026 -5.1021 -0.9273  0.000
C 0.1390 2.3486 -2.2986  0.198
C 0.8409 3.2424 -3.1092  0.191
C 1.8354 -2.0279 0.2647  0.047
H 2.5851 -1.2501 0.4452  -0.001
H 0.1966 -3.1498 -2.9663  0.001
H -1.1072 3.6991 -1.1358  0.006
H 0.4631 4.2583 -3.1993  -0.006

Cartesian forces, eV/Å:
-0.2260 0.2226 -0.6868
-0.4574 -1.8539 1.3618
0.4073 -0.4224 -0.1397
-0.0531 -0.4159 -0.2259
-0.9341 -1.8160 -0.3223
0.0956 0.1800 -0.1148
0.0600 0.0811 -0.1444
0.3740 -0.1073 -0.0430
5.1370 -3.7570 -1.6622
-0.0039 -0.2348 -0.0173
-0.1181 0.1896 -0.0124
-0.1035 0.1967 -0.1228
1.8083 1.2799 0.4024
-0.3824 -0.3561 -0.1208
1.3390 -2.3822 0.2788
-0.9146 -1.3941 0.9635
0.6187 1.2767 -1.9427
-0.0738 -0.0948 0.1487
-1.0962 0.5079 -0.0840
0.0811 0.1878 0.0877
-0.0339 -0.3148 0.0109
-0.0815 0.2510 -0.0702
-0.2993 -0.8776 0.9836
-0.1657 -0.0217 -0.2900
-0.0383 0.1112 0.2346
0.6776 1.1172 -0.7162
0.1192 -0.4425 -0.8165
-0.7656 0.2342 -0.1132
-0.6286 3.9249 2.3009
-0.0692 0.0977 -0.2710
-0.1683 0.0737 0.2648
0.1869 0.3301 -0.2942
-3.3117 3.8093 -1.0697
0.1095 0.0391 0.2260
0.5844 0.1130 0.8108
-2.2700 -0.7862 1.2827
0.9210 0.9378 -0.7702
-0.3966 0.5133 0.7802
-0.1545 -0.1775 0.1690
0.1958 -0.1616 0.0522
-0.1732 -0.0042 -0.1730
0.2043 -0.0542 -0.1355

2.
C12H23NO3P2Zn | ωB97M-V/def2-TZVPD

Values from the calculation:
Max |F| in eV/Å: 3.16
Spin multiplicity: 1
Kohn-Sham gap (spin up / spin down) in hartree: 0.121 / 0.093
Total charge: +2
Highest occupied orbital energy (spin up / spin down) in eV: -14.465 / -13.972
Energy above the lowest of the compared OMol25 structures with the same formula, charge and spin in kJ/mol: 607.8

Last column: natural (NBO) charge in e.
CARTESIAN COORDINATES (ANGSTROEM)
H 2.3241 -3.8429 -4.2608  0.216
H 1.0279 4.2304 1.2786  0.207
P 1.9913 1.9143 1.2855  0.945
C 2.4289 -3.7087 0.5970  -0.371
H 0.8245 -4.7745 -3.8307  0.216
C 1.9516 3.7400 1.6306  -0.947
Zn -3.1333 -0.9638 0.3365  1.198
H 3.0962 -4.2870 -0.0333  0.223
H 2.0804 3.9173 2.7206  0.256
H 1.8184 -3.0964 2.5599  0.215
H -0.8221 3.1701 1.5277  0.272
H -3.8984 2.1494 2.0550  0.293
H -1.5261 2.1123 -1.5657  0.304
N 1.3927 -3.0356 -1.4220  -0.496
H -1.5796 2.0985 2.8794  0.265
C 1.3834 1.8663 -0.4438  -0.984
C -3.7756 1.2190 1.5051  -0.931
O 0.8002 -2.1264 0.6596  -0.651
H 0.7524 1.5298 3.1570  0.263
O 0.7179 -2.7100 -3.4604  -0.494
C 1.4986 -3.9608 -3.5184  -0.089
O 1.1045 -0.8373 -2.3163  -0.557
H 2.8290 4.1523 1.1033  0.267
H 3.1565 -4.1230 -2.1709  0.219
H -3.2855 2.3865 -1.0076  0.264
H 0.4115 0.2790 1.8919  0.265
C 0.4032 1.3708 2.1205  -0.781
H 0.5724 2.5909 -0.6577  0.193
H -1.8926 3.4746 -0.3107  0.290
C 1.0762 -2.0144 -2.3430  0.913
P -2.0619 1.2541 0.6620  0.934
C -2.2019 2.4732 -0.7335  -0.943
H 1.0951 0.8406 -0.7605  0.270
H 2.2977 2.1692 -0.9835  0.267
H 1.8382 -5.1645 -1.7282  0.235
C 2.0583 -4.1699 -2.1365  -0.253
C -0.9401 2.1336 1.9482  -0.627
C 2.5426 -3.6449 1.9293  -0.198
H 3.3303 -4.1399 2.4992  0.221
H -4.4283 1.0365 0.6162  0.232
H -3.6902 0.2933 2.1367  0.214
C 1.4656 -2.8918 -0.0444  0.667

Cartesian forces, eV/Å:
-0.8897 0.0238 0.4237
0.4443 -0.0855 0.0545
-1.4610 0.4506 -0.1368
1.6207 -1.2678 1.3431
0.2401 0.5189 0.0415
0.3308 -0.2653 0.2199
1.4354 0.1664 -0.3755
0.1415 0.0275 0.4987
-0.0318 -0.0745 -0.7080
0.4990 -0.1983 -0.7279
-0.2543 -0.9686 0.4432
-0.7272 -0.1806 0.0961
-0.8109 0.7448 0.7479
0.9961 0.1893 1.1626
0.7551 0.2300 -0.9165
0.6011 0.0462 -0.3060
1.6434 -0.7982 -1.1005
-0.7292 0.4302 -1.7156
-0.6374 -0.4898 -0.0505
1.0520 -0.2385 -0.5580
-0.5378 0.1630 -1.3512
-0.3602 1.1247 1.1316
-0.4570 0.1018 0.2554
-0.2925 0.5019 0.2882
1.0273 0.5725 -0.2003
-0.5705 0.6676 0.4161
1.1355 0.1460 0.9217
0.4465 -0.2168 0.1249
-0.4876 -1.0925 -0.6728
-0.5048 -2.7171 -1.5386
-1.0038 1.6450 0.6604
-0.0474 -1.2152 -0.1084
0.3253 0.5964 0.1727
-0.6684 -0.1519 -0.4531
-0.4133 0.5024 0.1023
-0.0172 0.1304 0.4023
0.2512 -1.5979 -0.2576
-0.0740 -0.2141 0.5191
-0.1499 -0.0630 -0.4372
-0.3069 0.5305 0.9454
-0.5797 1.1074 0.1769
-0.9329 1.2183 0.4663

3.
C12H24AgO6S3 | ωB97M-V/def2-TZVPD

Values from the calculation:
Max |F| in eV/Å: 1.23
Spin multiplicity: 1
Kohn-Sham gap in hartree: 0.355
Total charge: +1
Highest occupied orbital energy in eV: -12.911
Energy above the lowest of the compared OMol25 structures with the same formula, charge and spin in kJ/mol: 0.0

Last column: natural (NBO) charge in e.
CARTESIAN COORDINATES (ANGSTROEM)
H -2.6022 2.6366 -3.0427  0.216
C -2.2843 2.9482 -0.9579  -0.671
C -2.9514 3.3351 -2.2845  -0.408
H -2.0637 3.7897 -0.3012  0.264
H 1.5026 2.5383 -1.7936  0.208
C 2.5517 2.5158 -1.4935  -0.408
S 1.2258 -3.4860 1.0988  2.178
O 0.8047 0.1668 -0.1009  -1.048
C 1.9783 -2.9326 2.6507  -0.655
H 1.8178 -1.8580 2.6843  0.260
O 0.2834 -2.4889 0.6332  -1.040
H 4.3467 1.5268 -2.1827  0.225
O -3.9908 2.8724 1.0556  -0.901
H 2.9595 1.5276 -3.3601  0.236
O 3.0294 -0.4227 0.8436  -0.920
C -4.7515 1.9189 -1.2858  -0.653
H -0.7153 -3.4236 3.0241  0.215
H -1.3916 2.3376 -1.0718  0.241
H 3.6756 2.0048 0.3241  0.248
H 3.6600 -0.6122 -1.7907  0.270
H -4.5223 0.9926 -1.8137  0.236
H 2.0286 -0.4482 -2.3304  0.255
O 2.2290 -3.9487 0.1883  -0.924
C 2.6492 2.0639 -0.0551  -0.658
C -4.4743 3.1369 -2.1668  -0.414
H 1.9433 -4.6422 3.8862  0.216
H 2.0671 2.5647 0.7149  0.262
H -5.7082 1.8931 -0.7731  0.274
H -4.9075 2.9263 -3.1452  0.238
C 3.2738 1.4344 -2.3242  -0.399
H -0.4562 -5.1611 1.1328  0.257
S -3.5079 2.0410 -0.0023  2.174
C -0.0452 -4.2731 3.1708  -0.415
C 0.3222 -4.8523 1.8285  -0.661
H 3.0295 3.4903 -1.5689  0.243
H 1.1623 -3.2222 4.6629  0.237
H -5.0235 3.9991 -1.7901  0.234
O -2.9844 0.7225 0.3444  -1.051
H 1.0416 -5.6718 1.8803  0.247
H -2.7381 4.3738 -2.5147  0.245
C 1.2985 -3.7754 3.7382  -0.404
S 2.2545 0.3141 -0.1042  2.187
C 2.8127 0.0740 -1.7861  -0.687
Ag -1.3599 -0.7600 -0.1393  0.950
H 3.0242 -3.1671 2.4733  0.261
H -0.4938 -4.9991 3.8448  0.241

Cartesian forces, eV/Å:
0.2021 0.3530 -0.2502
-0.1101 0.1452 0.3534
-0.3750 -0.2964 0.5272
0.0946 0.1045 -0.1750
0.0115 0.3658 -0.0126
0.2448 -0.1768 0.2485
0.4001 -0.5052 0.5617
-0.1557 0.3041 -0.0623
-0.2999 -0.0806 -0.7409
0.0657 -0.0030 0.1945
-0.7875 0.3594 -0.2168
0.0707 0.0406 -0.3127
-0.0373 0.0009 0.2289
0.4957 0.0408 -0.1599
0.0681 -0.3044 0.3818
0.7928 -0.0409 0.2260
-0.1860 -0.1184 0.1447
-0.0028 -0.0417 0.0145
0.0886 0.4013 -0.2626
-0.0909 -0.1021 0.3519
-0.2651 -0.0684 0.0128
-0.2360 0.3787 -0.0530
0.1301 -0.0097 -0.4106
0.4562 -0.8323 0.7880
-0.7767 -0.2363 -0.1639
-0.1092 -0.0086 0.4324
-0.2939 0.0020 -0.2019
-0.1241 -0.0634 -0.1836
0.0997 0.1474 -0.0608
-0.9992 0.2045 0.3219
-0.2294 0.2119 0.1559
0.0311 0.2231 -0.4637
0.2342 -0.0086 0.3779
0.1768 -0.0217 -0.7847
-0.2367 0.0822 -0.3576
0.1514 -0.0482 0.0650
0.3190 0.1228 0.1804
-0.0106 -0.3887 0.0260
0.0129 0.0194 0.2113
0.2157 -0.1089 -0.3783
0.0395 0.0713 -0.3854
-0.3423 0.5598 -0.5645
0.7868 -0.7159 -0.2340
0.4902 -0.1936 0.3640
0.1321 0.2194 0.3481
-0.1419 0.0154 -0.0819